Record 1
The following is a DFT calculation (wB97M-V/def2-TZVPD) of a molecular structure, C26H25NReSi in a non-equilibrium geometry.

```
54
Properties=species:S:1:pos:R:3
Re 0.038 -0.248 -0.091
Si 0.088 0.094 2.347
N 1.390 1.304 -0.581
C -1.210 -1.943 -0.065
C 0.451 1.933 -1.359
C -0.923 1.513 -0.912
C 0.157 -2.334 0.172
C -0.752 4.451 3.806
C -3.576 -1.732 3.205
C 2.864 -0.719 2.135
C 0.045 -1.321 -1.920
C -1.249 -1.025 3.076
C 4.312 -1.082 4.047
C 1.805 -0.379 2.992
C 2.019 -0.356 4.374
C 0.537 2.875 2.488
C -1.343 2.099 3.809
C -1.277 -1.320 -1.351
C 0.685 2.740 -2.444
C 0.931 -1.955 -0.982
C 4.106 -1.085 2.663
C -1.582 3.410 4.236
C -0.876 -2.132 3.840
C -0.283 1.829 2.937
C -2.608 -0.819 2.771
C -1.851 -3.025 4.305
C 0.316 4.180 2.942
C 3.269 -0.709 4.900
C -3.197 -2.834 3.980
H -0.174 3.037 -3.038
H 3.415 -0.696 5.979
H 0.321 -0.950 -2.900
H -1.544 -3.876 4.915
H -2.046 -2.118 0.598
H -1.634 1.377 -1.730
H 0.529 -2.856 1.044
H -2.914 0.050 2.181
H 1.987 -2.143 -1.128
H 1.699 2.962 -2.763
H 2.373 1.344 -0.840
H 4.908 -1.375 1.982
H -1.303 2.135 -0.096
H -3.953 -3.544 4.324
H -2.422 3.611 4.902
H 2.724 -0.701 1.049
H 5.282 -1.369 4.453
H 0.979 4.982 2.611
H 1.342 2.661 1.778
H -4.623 -1.571 2.935
H 0.177 -2.293 4.072
H -1.978 1.281 4.153
H -0.942 5.473 4.137
H -2.174 -0.914 -1.802
H 1.206 -0.064 5.043
```

Properties
ΔE to the lowest compared entry with this formula, charge and spin ... 0.0 kJ/mol
HOMO (alpha / beta) ... -7.2 / -7.4 eV
Spin multiplicity ... 4
Net charge ... 0



Record 2
The following is a DFT calculation (wB97M-V/def2-TZVPD) of 2 unconnected molecules or ions with the total composition C6H16N2 in a non-equilibrium geometry.

```
24
Properties=species:S:1:pos:R:3
N 2.675 2.177 -0.597
N 0.634 -0.832 -0.047
C -1.798 -0.641 1.467
C -1.640 -0.032 0.053
C -1.771 -2.153 1.738
C -0.177 0.765 -1.869
C -0.194 0.270 -0.421
C 1.985 -0.333 -0.308
H -0.394 -0.024 -2.611
H -0.780 -2.367 1.409
H 2.127 0.890 -0.196
H 2.915 2.527 0.312
H -2.245 0.839 -0.074
H -2.594 -0.081 2.014
H 3.348 2.426 -1.296
H 0.784 1.141 -2.148
H -2.648 -2.469 1.256
H 0.057 1.242 0.194
H -0.896 -0.291 2.075
H -0.854 1.689 -1.872
H 2.209 -0.469 -1.349
H 2.762 -0.973 0.196
H -1.586 -2.505 2.764
H -1.919 -0.796 -0.690
```

Properties
ΔE to the lowest compared entry with this formula, charge and spin ... 699.2 kJ/mol
HOMO ... -8.2 eV
Net charge ... 0



Record 3
The following is a DFT calculation (wB97M-V/def2-TZVPD) of a molecular structure, C34H36FMnN8O2S in a non-equilibrium geometry.

```
83
Properties=species:S:1:pos:R:3
Mn -0.062 0.299 0.365
S -0.098 -0.287 3.732
F 6.880 -1.970 0.177
O 1.047 -1.070 3.427
O 0.053 0.754 4.684
N -0.395 0.328 -3.819
N -1.599 1.581 0.798
N -3.278 1.330 -5.298
N 2.042 0.705 0.588
N -1.919 1.400 -5.352
N 0.043 0.304 -1.650
N -3.754 2.498 -5.436
N -0.601 0.300 2.263
C -1.141 0.240 -5.092
C -2.384 0.357 -2.290
C -2.424 2.524 0.329
C -1.877 -1.143 5.540
C -1.364 -1.379 4.302
C -2.561 -3.408 4.065
C 1.632 -3.832 0.961
C -1.663 -2.503 3.556
C 3.054 -3.429 0.748
C 0.979 0.226 -3.680
C -0.924 0.323 -2.578
C 1.244 0.244 -2.347
C 3.609 -2.511 1.649
C 5.150 2.219 -0.130
C -4.242 -4.088 5.856
C -2.762 4.792 -5.774
C -2.767 -2.072 6.066
C 5.175 -3.504 -0.453
C -3.189 3.291 1.186
C -3.050 3.086 2.554
C 3.851 -3.937 -0.273
C 4.894 -2.057 1.445
C -2.244 2.093 3.050
C -1.524 2.700 -5.571
C -0.346 4.669 -5.894
C 4.418 1.669 1.095
C -1.554 5.414 -5.935
C 5.660 -2.527 0.388
C -3.145 -3.207 5.333
C -0.298 3.302 -5.786
C -1.513 1.345 2.123
C 3.082 1.176 0.799
C -2.715 3.398 -5.589
C 0.630 -2.711 0.616
H -5.213 -3.716 5.497
H -2.486 0.173 -1.229
H -1.177 -2.655 2.596
H -4.075 -5.086 5.489
H 6.071 2.706 0.184
H -3.626 3.666 3.264
H -3.717 5.294 -5.828
H 0.572 5.233 -5.952
H 4.238 2.480 1.808
H 4.534 2.951 -0.638
H -1.633 -0.224 6.088
H 5.804 -3.966 -1.214
H 2.207 0.190 -1.888
H 1.517 -4.142 1.974
H -2.110 1.959 4.107
H 3.015 -2.124 2.452
H -0.371 -3.105 0.764
H -4.211 -4.073 6.926
H -1.806 -0.639 -5.126
H 0.822 -1.862 1.293
H -2.838 -4.288 3.510
H -3.199 -1.931 7.029
H -2.942 -0.334 -2.892
H 0.630 2.729 -5.831
H 1.426 -4.736 0.375
H 0.746 -2.446 -0.434
H 1.602 0.184 -4.556
H -2.798 1.351 -2.513
H 4.928 0.845 1.582
H 3.471 -4.721 -0.921
H -2.469 2.597 -0.743
H -3.869 4.051 0.791
H 5.345 -1.319 2.070
H 5.394 1.401 -0.805
H -1.454 6.484 -6.096
H -0.376 0.141 -5.879
```

Properties
ΔE to the lowest compared entry with this formula, charge and spin ... 0.0 kJ/mol
HOMO (alpha / beta) ... -10.9 / -11.0 eV
Spin multiplicity ... 4
Net charge ... +1



Record 4
The following is a DFT calculation (wB97M-V/def2-TZVPD) of a molecular structure, C47H40N2O4PS3SbSc in a non-equilibrium geometry.

```
99
Properties=species:S:1:pos:R:3
Sb 0.418 -2.757 -0.638
Sc 0.650 0.946 -0.409
S 2.929 -0.189 0.880
S -0.924 -1.206 0.338
S 0.902 1.082 -3.033
P 0.177 2.107 2.068
O 2.810 1.283 0.875
O 2.206 -0.623 -0.391
O 0.791 2.967 -0.829
O 1.660 -0.613 1.938
N -1.816 1.630 -0.959
N 0.904 3.555 -2.028
C 2.253 -0.745 4.224
C -2.780 0.742 -1.513
C 0.944 4.907 -2.027
C 4.131 -5.275 1.234
C 2.003 4.195 1.862
C 0.827 1.558 4.764
C -2.225 1.250 3.279
C 1.113 3.512 -4.361
C 1.068 5.605 -3.189
C 0.716 5.905 3.635
C -4.374 2.256 2.853
C 1.906 6.297 3.037
C 1.618 -0.053 3.202
C 2.281 -2.146 -3.017
C -3.782 0.228 -0.700
C -2.679 0.325 -2.834
C 0.979 2.785 -3.147
C -3.577 -0.610 -3.329
C 0.900 1.118 3.443
C -2.249 -4.092 -1.225
C -0.917 -4.392 -0.936
C -1.590 2.231 2.519
C -3.753 3.235 2.086
C -1.426 -6.746 -1.134
C 2.585 -1.978 -4.361
C -0.513 -5.726 -0.884
C 3.889 -5.280 -0.133
C -0.033 -2.507 -3.593
C -2.744 -6.439 -1.442
C 2.263 -3.797 1.564
C 1.583 -2.064 -5.318
C -3.606 1.263 3.445
C 0.814 3.788 2.468
C -2.377 3.220 1.918
C 2.166 -0.280 5.525
C -3.155 -5.113 -1.485
C 1.441 0.874 5.801
C 0.176 4.657 3.350
C -4.674 -0.709 -1.201
C 2.545 5.440 2.152
C 0.275 -2.321 -4.935
C 1.156 4.873 -4.387
C 3.316 -4.539 2.082
C 2.026 -3.794 0.192
C 2.835 -4.541 -0.660
C 0.972 -2.421 -2.632
C -4.578 -1.137 -2.519
H -4.343 4.010 1.613
H 1.261 5.390 -5.332
H -1.058 -2.713 -3.310
H -0.755 4.366 3.822
H 1.178 2.928 -5.270
H -1.641 0.457 3.730
H 2.662 -0.819 6.322
H -1.875 0.706 -3.452
H 1.096 6.684 -3.163
H 1.821 -1.920 -6.365
H 0.510 -5.985 -0.640
H 3.603 -1.760 -4.658
H 0.878 5.343 -1.041
H -1.592 2.397 -1.582
H 0.280 2.469 4.984
H -1.905 3.986 1.311
H 3.497 -4.542 3.150
H 3.470 5.739 1.675
H -5.448 2.266 2.983
H -2.156 2.012 -0.081
H 2.500 3.540 1.161
H -5.273 -1.867 -2.914
H 1.363 1.242 6.815
H -4.078 0.490 4.037
H 0.205 6.564 4.324
H 2.807 -1.644 3.984
H 3.062 -2.050 -2.274
H -2.586 -3.060 -1.229
H -3.845 0.551 0.335
H -4.185 -4.867 -1.713
H -5.444 -1.109 -0.553
H 1.622 -3.227 2.227
H 4.956 -5.848 1.639
H -0.510 -2.381 -5.678
H -3.452 -7.233 -1.640
H 2.331 7.268 3.259
H 4.521 -5.858 -0.795
H -1.105 -7.779 -1.084
H -3.488 -0.935 -4.359
H 2.660 -4.552 -1.729
```

Properties
ΔE to the lowest compared entry with this formula, charge and spin ... 142.8 kJ/mol
HOMO (alpha / beta) ... -4.2 / -7.6 eV
Spin multiplicity ... 2
Net charge ... 0



Record 5
The following is a DFT calculation (wB97M-V/def2-TZVPD) of a molecular structure, C20H31IrO2 in a non-equilibrium geometry.

```
54
Properties=species:S:1:pos:R:3
Ir 0.367 -0.598 -0.252
O 0.280 0.695 -5.084
O -0.126 -1.678 -5.605
C 1.269 1.735 -5.236
C -0.720 1.617 -4.628
C 0.413 -2.040 -8.026
C -2.006 1.510 -5.428
C -2.236 0.017 -0.058
C -1.627 -1.197 -0.524
C 1.936 0.130 1.513
C -0.376 -1.233 -6.984
C 0.941 -2.645 -5.700
C 1.335 -2.923 -7.161
C -0.999 1.506 -3.148
C 0.217 2.795 -4.945
C 0.804 1.574 0.097
C 0.972 1.165 1.467
C -1.948 0.185 1.316
C 1.815 0.897 -0.684
C -0.985 -1.829 0.666
C 1.006 -1.983 -1.390
C 2.446 -0.068 0.184
C -1.144 -0.907 1.759
H -0.629 -2.849 0.704
H -1.644 2.332 -2.832
H 0.281 -2.479 -2.041
H -2.631 0.682 -5.064
H 0.000 -0.207 -7.078
H 2.363 -2.597 -7.334
H 1.227 -3.996 -7.377
H -2.889 0.665 -0.635
H 0.527 -3.533 -5.217
H -0.046 1.548 -2.588
H 1.839 -1.630 -2.008
H -1.512 0.578 -2.902
H -1.812 -1.702 -1.467
H -0.734 -1.053 2.754
H 0.130 2.361 -0.239
H 0.484 1.594 2.332
H -1.460 -1.189 -7.153
H 0.349 3.461 -4.091
H -0.223 -2.623 -8.702
H 3.216 -0.767 -0.127
H -2.560 2.444 -5.331
H 2.078 1.634 -4.500
H -2.301 0.989 1.955
H -1.807 1.317 -6.479
H 2.015 1.100 -1.733
H 1.010 -1.338 -8.637
H 2.288 -0.409 2.384
H 1.422 -2.751 -0.714
H -0.027 3.323 -5.868
H 1.794 -2.287 -5.092
H 1.659 1.688 -6.255
```

Properties
ΔE to the lowest compared entry with this formula, charge and spin ... 0.0 kJ/mol
HOMO (alpha / beta) ... -8.4 / -11.0 eV
Spin multiplicity ... 6
Net charge ... +1



Record 6
The following is a DFT calculation (wB97M-V/def2-TZVPD) of a molecular structure, C18H31BCl3F4N8O3ReS3Si in a non-equilibrium geometry.

```
73
Properties=species:S:1:pos:R:3
Re 0.258 -0.488 -0.085
Cl -0.801 2.172 -3.993
Cl 1.064 0.239 -5.103
Cl -1.789 -0.163 -5.341
S 1.451 -2.352 -0.880
S 2.398 0.590 0.124
S 0.106 -1.182 2.208
Si -3.149 -0.454 -0.394
F -1.837 3.263 0.399
F -0.186 2.995 1.989
F -0.726 1.260 0.566
F 0.371 3.163 -0.249
O -0.720 -1.562 -3.031
O -1.588 -1.038 -0.245
O 0.010 0.302 -1.963
N 1.342 -4.990 -1.201
N -0.588 0.721 3.893
N -0.326 -4.429 -0.063
N 4.296 1.184 -1.584
N 1.553 0.956 3.044
N 2.260 2.061 -2.154
N 0.717 -6.159 -0.925
N -1.258 -3.746 0.727
C -3.704 0.151 1.272
C -0.440 -0.398 -2.983
C 0.740 -3.919 -0.683
C 4.036 2.048 -3.829
C -3.301 0.919 -1.618
C 0.428 0.281 3.110
C -1.333 -6.696 0.372
C -1.739 2.261 5.392
C 2.988 1.322 -1.361
C 0.636 2.570 4.554
C -0.524 0.451 -4.298
C 1.662 2.099 3.730
C -0.526 1.858 4.620
C -0.309 -5.800 -0.214
C 5.004 1.855 -2.678
C 2.792 2.755 -3.333
C -4.178 -1.908 -0.929
C 2.923 2.877 3.554
B -0.592 2.785 0.677
H 3.012 3.790 -3.063
H -1.407 -6.544 1.450
H 3.686 2.256 3.094
H 0.737 3.499 5.098
H -5.162 -1.564 -1.265
H -2.640 1.754 -1.365
H -2.126 -4.264 0.676
H 4.503 2.627 -4.625
H -2.314 -6.521 -0.075
H -2.284 1.393 5.763
H 2.176 -4.978 -1.765
H -1.452 0.193 3.866
H -1.043 -7.725 0.177
H -1.400 -2.814 0.329
H -4.331 1.289 -1.611
H 3.760 1.073 -4.233
H -3.702 -2.429 -1.765
H -1.464 2.894 6.232
H -3.198 1.089 1.522
H 2.017 2.761 -4.093
H -3.491 -0.588 2.053
H 2.713 3.722 2.891
H 1.281 2.162 -1.920
H 3.277 3.278 4.504
H 5.845 1.232 -2.970
H -4.345 -2.620 -0.112
H -2.406 2.830 4.740
H -3.077 0.581 -2.634
H -4.784 0.339 1.267
H 4.803 0.617 -0.926
H 5.394 2.814 -2.332
```

Properties
HOMO (alpha / beta) ... -10.6 / -10.5 eV
Spin multiplicity ... 2
Net charge ... +1